(1)
58
Properties=species:S:1:pos:R:3:forces:R:3 method="wB97M-V/def2-TZVPD" orbital_gap_ev=8.77 smiles="CCOC(=O)N1CCN(S(=O)(=O)c2ccc(F)c(C(=O)Nc3cccc(C)c3C)c2)CC1"
S 1.300 2.341 -3.994 -0.4381 0.0900 -0.2925
F -0.254 3.253 1.600 0.0302 -0.0049 -0.1404
O 0.261 -1.730 -1.143 0.1918 0.0747 -0.2307
O 2.539 1.644 -4.146 0.0395 -0.3455 0.2748
O 2.447 0.392 1.007 0.0984 0.0116 -0.0017
O 1.131 3.605 -4.646 -0.2151 0.1323 0.2579
O -1.334 -0.267 -0.474 -0.2741 -0.0375 0.2386
N 0.375 0.600 1.959 -0.4311 0.0013 0.2311
N -0.579 -0.292 -2.616 0.1493 -0.0203 -0.1362
N 0.096 1.337 -4.586 0.8028 0.6149 0.3384
C 1.340 0.889 1.058 -0.1146 0.2444 -0.2094
C -0.199 3.963 -0.627 0.0025 -0.1125 0.0992
C 1.619 -1.711 4.546 -0.0902 0.0124 -0.0005
C -0.810 -0.803 3.512 0.1205 0.0267 -0.0991
C -2.100 -0.299 2.922 0.0796 -0.0679 0.0358
C 0.906 1.899 0.033 0.0404 0.2184 -0.0544
C -0.613 -0.734 -1.332 -0.1381 0.0544 -0.0445
C 1.620 -0.793 3.514 0.1443 0.0587 -0.0148
C 0.277 -2.393 0.125 -0.0133 -0.2188 0.6015
C 0.147 3.027 0.332 0.0774 -0.0184 -0.2411
C 0.412 -0.342 2.998 0.1675 -0.2937 0.3074
C -2.065 -2.239 5.171 0.0234 0.0270 -0.0443
C -1.702 0.451 -3.146 -0.1825 0.0194 0.0962
C 0.184 3.746 -1.937 0.0040 0.1103 0.1076
C 0.340 -0.895 -3.565 0.1461 -0.2264 -0.1554
C -1.245 1.564 -4.115 -0.3892 0.1807 0.0123
C 0.423 -2.167 5.065 0.0168 -0.0381 0.0186
C 0.916 2.615 -2.257 0.1841 -0.0254 -0.7091
C -0.794 -1.720 4.563 0.1530 -0.0174 0.0239
C 1.708 -2.722 0.509 -0.2695 0.1643 -0.3158
C 1.306 1.716 -1.288 0.0317 0.0242 0.2213
C 0.402 -0.045 -4.842 0.3181 -0.3968 0.0785
H -1.840 -2.904 6.001 -0.0211 -0.0358 0.0435
H -2.095 -0.384 1.835 -0.0402 0.0212 -0.0719
H -2.256 0.749 3.187 -0.1067 0.1104 -0.0189
H -2.679 -1.421 5.546 -0.1207 -0.0027 0.0321
H -0.761 4.837 -0.338 -0.0382 0.0775 0.0372
H -0.197 -1.754 0.873 0.0358 -0.1076 -0.1240
H -2.648 -2.797 4.439 -0.1164 -0.0278 0.0065
H -2.245 0.865 -2.295 -0.0067 -0.0449 -0.1678
H -1.923 1.596 -4.976 0.0428 0.0710 0.1331
H -2.368 -0.244 -3.677 -0.0225 0.0854 0.0590
H 2.164 -3.352 -0.249 0.0773 -0.1378 -0.0507
H 2.556 -2.065 4.949 0.0951 -0.0245 0.0306
H -0.539 0.994 1.789 0.2272 0.0099 -0.1499
H 0.430 -2.880 5.876 -0.0231 -0.0716 0.0833
H 1.930 0.874 -1.542 0.0783 -0.1677 0.0356
H 2.292 -1.811 0.610 0.0346 -0.0082 0.0458
H 1.404 -0.082 -5.266 -0.1393 -0.2474 -0.0719
H 1.325 -0.936 -3.097 -0.0706 -0.0407 -0.1338
H -0.318 -3.309 0.019 0.0287 0.1675 0.0053
H -0.314 -0.406 -5.587 0.0633 0.0824 0.0067
H 2.546 -0.425 3.106 0.0434 0.0164 -0.0319
H -1.263 2.543 -3.638 -0.2470 -0.0645 -0.0360
H 1.710 -3.246 1.461 0.0099 -0.0765 0.1136
H -0.051 4.451 -2.719 -0.0785 0.1061 -0.0220
H -2.948 -0.863 3.293 -0.0848 0.0208 0.0120
H 0.035 -1.922 -3.803 0.1143 0.0473 -0.0191

(2)
8
Properties=species:S:1:pos:R:3:forces:R:3 method="wB97M-V/def2-TZVPD" total_charge=+1 orbital_gap_ev="9.67 / 9.93" multiplicity=3
N -0.770 -0.120 -0.031 -0.4166 2.0371 1.0155
C 1.436 -0.255 -0.007 -4.8025 -4.4463 -0.0195
C 0.460 0.806 -0.041 0.0744 5.1945 0.6531
C -0.093 -1.180 -0.013 4.6738 -0.9294 -0.4689
H -0.419 -2.207 -0.077 -0.0011 -0.2378 0.3179
H -1.819 -0.036 0.267 2.3039 0.2691 -1.0638
H 0.542 1.533 0.856 -0.6358 -1.1498 -1.2105
H 0.663 1.458 -0.953 -1.1960 -0.7374 0.7764

no.,DFT total energy (eV)
1,-51497.6674
2,-4651.1931